Computed, not measured: 2 unconnected molecules or ions with the total composition C4H8INO2 at a distorted geometry, with ωB97M-V/def2-TZVPD.

Calculated values
Kohn-Sham gap (spin up / spin down)   7.40 / 7.20 eV
F_max   6.41 eV/A
Energy above the lowest of the compared OMol25 structures with the same formula, charge and spin   450.6 kJ/mol

Positions of all 16 atoms, in Å:
C: -1.706 -1.498 -0.338
C: -0.073 1.549 -0.280
C: 2.416 0.092 -0.517
C: 0.105 0.206 0.251
N: -2.388 -1.524 0.714
O: -1.461 -1.907 -1.451
O: 1.130 -0.564 -0.122
I: -0.187 0.124 2.537
H: 0.843 2.131 -0.277
H: -0.403 1.498 -1.296
H: -0.867 2.016 0.106
H: 2.770 0.677 0.411
H: 2.367 0.780 -1.302
H: 3.121 -0.743 -0.804
H: -2.318 -0.960 1.629
H: -3.349 -1.877 0.738